Entry 1:
ORCA calculation (ωB97M-V/def2-TZVPD) on a 2-piece molecular cluster, C9H14 overall in a non-equilibrium geometry.

Results
energy relative to the best compared isomer or geometry (same formula, charge and spin): 31.05 kcal per mole
net charge: 0
structure (SMILES): Cc1ccccc1.CC
HOMO-LUMO gap: 9.9 eV
molar mass: 122.211 g mol⁻¹
HOMO level: -8.869 eV
total energy: -351.28070 hartree

Atoms and positions in Å:
C (0.63, 2.79, 0.41)
C (0.37, 0.46, 1.29)
C (2.02, 0.90, -0.43)
C (2.43, -0.42, -0.45)
C (-1.80, -0.78, -0.95)
C (1.01, 1.37, 0.43)
C (-2.81, -1.89, -0.61)
C (0.70, -0.85, 1.25)
C (1.78, -1.28, 0.45)
H (0.87, 3.31, 1.44)
H (3.22, -0.70, -1.07)
H (-0.48, 0.90, 1.80)
H (-0.65, -1.01, -0.92)
H (1.98, -2.30, 0.31)
H (-1.79, 0.05, -0.24)
H (-2.35, -2.87, -1.00)
H (2.57, 1.59, -1.02)
H (-3.68, -1.51, -1.04)
H (-0.49, 2.96, 0.07)
H (0.28, -1.60, 1.93)
H (1.25, 3.42, -0.19)
H (-2.00, -0.48, -1.96)
H (-3.06, -2.08, 0.50)

Entry 2:
ORCA calculation (ωB97M-V/def2-TZVPD) on a 2-piece molecular cluster, C9H14 overall in a non-equilibrium geometry.

Results
energy relative to the best compared isomer or geometry (same formula, charge and spin): 8.65 kcal per mole
net charge: 0
structure (SMILES): Cc1ccccc1.CC
HOMO-LUMO gap: 10.1 eV
molar mass: 122.211 g mol⁻¹
HOMO level: -9.020 eV
total energy: -351.31641 hartree

Atoms and positions in Å:
C (0.01, 2.60, 0.90)
C (1.09, 0.60, 0.09)
C (-2.47, -1.80, -0.41)
C (2.25, 1.01, 0.72)
C (2.25, 2.10, 1.59)
C (1.15, -0.50, -0.96)
C (-1.76, -2.91, -1.15)
C (-0.03, 1.44, 0.14)
C (1.12, 2.91, 1.67)
H (3.21, 0.55, 0.53)
H (-2.71, -0.96, -1.06)
H (1.99, -1.16, -0.73)
H (1.31, -0.01, -1.92)
H (-0.82, 3.28, 0.94)
H (1.07, 3.68, 2.43)
H (3.15, 2.30, 2.15)
H (-3.44, -2.08, -0.01)
H (-0.94, 1.11, -0.36)
H (-1.35, -3.66, -0.47)
H (-1.91, -1.36, 0.42)
H (-2.47, -3.49, -1.74)
H (0.26, -1.11, -1.00)
H (-0.94, -2.52, -1.75)

Entry 3:
ORCA calculation (ωB97M-V/def2-TZVPD) on a 2-piece molecular cluster, C9H14 overall in a non-equilibrium geometry.

Results
energy relative to the best compared isomer or geometry (same formula, charge and spin): 6.58 kcal per mole
net charge: +1
multiplicity: 2
HOMO-LUMO gap (alpha / beta): 10.3 / 6.6 eV
molar mass: 122.211 g mol⁻¹
⟨S²⟩: 0.77
HOMO level (alpha / beta): -14.705 / -14.801 eV
total energy: -350.99851 hartree

Atoms and positions in Å:
C (-0.59, -1.83, -1.33)
C (-1.28, 0.63, 2.54)
C (-1.60, -0.93, -0.89)
C (0.65, -1.35, -1.59)
C (-1.36, 0.48, -0.85)
C (0.15, 0.14, 2.58)
C (0.96, 0.05, -1.46)
C (2.27, 0.55, -1.83)
C (-0.11, 0.94, -1.10)
H (1.40, -2.04, -1.95)
H (-1.43, 1.40, 1.78)
H (0.19, 1.97, -1.00)
H (-2.11, 1.21, -0.64)
H (-1.62, 1.15, 3.44)
H (0.57, -0.01, 1.58)
H (2.67, 0.16, -2.77)
H (-0.82, -2.88, -1.22)
H (0.32, -0.81, 3.08)
H (-2.63, -1.19, -0.73)
H (-1.93, -0.19, 2.29)
H (2.42, 1.62, -1.83)
H (0.89, 0.82, 3.02)
H (2.99, 0.13, -1.10)

Repeat the first record exactly.
ORCA calculation (ωB97M-V/def2-TZVPD) on a 2-piece molecular cluster, C9H14 overall in a non-equilibrium geometry.

Results
energy relative to the best compared isomer or geometry (same formula, charge and spin): 31.05 kcal per mole
net charge: 0
structure (SMILES): Cc1ccccc1.CC
HOMO-LUMO gap: 9.9 eV
molar mass: 122.211 g mol⁻¹
HOMO level: -8.869 eV
total energy: -351.28070 hartree

Atoms and positions in Å:
C (0.63, 2.79, 0.41)
C (0.37, 0.46, 1.29)
C (2.02, 0.90, -0.43)
C (2.43, -0.42, -0.45)
C (-1.80, -0.78, -0.95)
C (1.01, 1.37, 0.43)
C (-2.81, -1.89, -0.61)
C (0.70, -0.85, 1.25)
C (1.78, -1.28, 0.45)
H (0.87, 3.31, 1.44)
H (3.22, -0.70, -1.07)
H (-0.48, 0.90, 1.80)
H (-0.65, -1.01, -0.92)
H (1.98, -2.30, 0.31)
H (-1.79, 0.05, -0.24)
H (-2.35, -2.87, -1.00)
H (2.57, 1.59, -1.02)
H (-3.68, -1.51, -1.04)
H (-0.49, 2.96, 0.07)
H (0.28, -1.60, 1.93)
H (1.25, 3.42, -0.19)
H (-2.00, -0.48, -1.96)
H (-3.06, -2.08, 0.50)